1.
The following is a quantum chemistry calculation of 2 unconnected molecules or ions with the total composition CH2F2N2, from the Open Molecules 2025 dataset.

CARTESIAN COORDINATES (ANGSTROEM)
C (-0.4127, -0.7638, -0.0039)
N (0.5758, -1.5267, -0.0145)
N (-0.2709, 0.5831, 0.1177)
F (-1.6465, -1.1220, -0.1483)
F (2.3338, 0.8369, -0.6312)
H (0.5429, 0.8897, 0.6414)
H (-1.1224, 1.1028, 0.0388)

Properties
- HOMO energy (spin up / spin down): -9.6 / -10.2 eV
- LUMO energy (spin up / spin down): -4.005 / -4.767 eV
- Total energy: -9478.069 eV


2.
The following is a quantum chemistry calculation of CH2F3NS in the gas phase, from the Open Molecules 2025 dataset.

CARTESIAN COORDINATES (ANGSTROEM)
N (0.1415, -0.0398, -0.0320)
S (1.3033, 1.1454, 0.0268)
C (2.9620, -0.0540, -0.0297)
F (3.0690, -0.6057, -1.2342)
F (2.8354, -1.0132, 0.8701)
F (4.0496, 0.6546, 0.2193)
H (-0.3664, -0.1690, 0.8337)
H (-0.4726, 0.0442, -0.8341)

Properties
- HOMO energy: -9.7 eV
- LUMO energy: 0.512 eV
- Total energy: -21546.824 eV
- SMILES: NSC(F)(F)F


3.
The following is a quantum chemistry calculation of 2 unconnected molecules or ions with the total composition CH2F3O2PS, from the Open Molecules 2025 dataset.

CARTESIAN COORDINATES (ANGSTROEM)
C (1.2760, -0.4956, -0.3578)
O (0.2510, 1.4564, 1.1768)
O (1.1176, 2.2319, -1.0184)
F (1.8542, -0.9804, -1.4614)
F (-0.0001, -0.9040, -0.2983)
F (1.9059, -1.1684, 0.6083)
P (-3.1182, -0.0784, 0.3251)
S (1.3414, 1.4751, 0.1916)
H (-2.3298, -0.9093, -0.5527)
H (-2.2981, -0.6273, 1.3867)

Properties
- HOMO energy (spin up / spin down): -10.7 / -8.9 eV
- LUMO energy (spin up / spin down): -1.200 / -3.772 eV
- Total energy: -33436.594 eV


What is the formula in the third record? CH2F3O2PS